(1)
Entry from the OMol25 dataset: C4H6O2 as an isolated structure in a non-equilibrium geometry (ωB97M-V/def2-TZVPD).

Geometry as XYZ:
```
12
Properties=species:S:1:pos:R:3
O 0.3848 1.1392 -1.7537
C -0.5731 0.5296 -1.3080
C 0.2669 -0.7622 -0.0246
C 0.8001 0.0465 1.1628
O -0.2348 1.0402 1.1067
C -0.9151 0.3248 0.1068
H 0.8846 -0.3739 -0.9307
H -1.1894 -0.1761 -1.9130
H -0.0303 -1.8128 0.0942
H 0.7740 -0.4940 2.1087
H 1.7865 0.4822 0.9886
H -1.9543 0.0565 0.3621
```

The total charge is 0. As for the LUMO energy: 0.9 eV. Its total energy is -306.37012 Eh. As for the relative energy (zero: lowest compared OMol25 entry of this formula, charge and spin): 85.5 kcal/mol.



(2)
Entry from the OMol25 dataset: a 2-piece molecular cluster, C4H6O2 overall in a non-equilibrium geometry (ωB97M-V/def2-TZVPD).

Geometry as XYZ:
```
12
Properties=species:S:1:pos:R:3
C 1.2169 1.4174 -0.8966
C 0.4236 1.8104 0.0506
C -1.1848 -0.6282 0.0371
C -0.1124 -1.6032 0.4721
O 1.8981 1.3159 -1.8491
O -1.9442 -0.0087 0.7540
H 0.0187 1.0020 0.6973
H 0.3113 2.8481 0.1856
H -1.0123 -0.3983 -1.0741
H 0.7202 -1.1885 1.0353
H 0.1579 -2.1094 -0.4492
H -0.4931 -2.4574 1.0369
```

The multiplicity is 3. The expectation value of S² is 2.01. The total charge is 0. As for the LUMO energy (spin up / spin down): 0.6 / -2.4 eV. Its total energy is -306.28992 Eh. As for the relative energy (zero: lowest compared OMol25 entry of this formula, charge and spin): 20.2 kcal/mol.



(3)
Entry from the OMol25 dataset: a 2-piece molecular cluster, C4H6O2S overall in a non-equilibrium geometry (ωB97M-V/def2-TZVPD).

Geometry as XYZ:
```
13
Properties=species:S:1:pos:R:3
C 1.7090 -0.1030 -0.5615
C -0.5808 0.3933 -1.2127
C 1.8989 0.1693 0.9638
C -1.3747 -0.2179 -0.1835
O 2.4458 -0.3435 -1.4458
O -0.7079 0.8548 -2.3213
S -3.1400 0.3994 0.0838
H 2.9816 0.2462 1.0347
H 1.4581 1.1511 1.1455
H 1.5872 -0.5152 1.8500
H -0.8899 -0.0015 0.8055
H -1.5197 -1.3112 -0.2569
H -3.8676 -0.7218 0.0984
```

The total charge is 0. As for the LUMO energy: 0.3 eV. Its total energy is -704.54563 Eh. As for the relative energy (zero: lowest compared OMol25 entry of this formula, charge and spin): 84.0 kcal/mol.



(4)
Entry from the OMol25 dataset: a 2-piece molecular cluster, C4H6O2S overall in a non-equilibrium geometry (ωB97M-V/def2-TZVPD).

Geometry as XYZ:
```
13
Properties=species:S:1:pos:R:3
C -0.1876 0.8715 -0.2419
C -0.8261 -0.1006 0.0492
C 0.6930 1.9624 -0.6101
C -1.7173 -1.1454 0.4623
O 2.6249 -0.3950 -0.1666
O 1.1669 -2.0322 0.9510
S 1.5001 -1.3211 -0.2319
H 0.6641 2.5978 0.3346
H 0.4268 2.3851 -1.6105
H 1.7245 1.6030 -0.9645
H -2.3480 -0.9115 1.3667
H -1.2060 -2.0190 0.7950
H -2.5153 -1.4950 -0.1332
```

The total charge is 0. As for the LUMO energy (spin up / spin down): -0.2 / -0.2 eV. Its total energy is -704.58626 Eh. As for the relative energy (zero: lowest compared OMol25 entry of this formula, charge and spin): 58.5 kcal/mol.



(5)
Entry from the OMol25 dataset: one molecule with the formula C4H6O2S2 in a non-equilibrium geometry (ωB97M-V/def2-TZVPD).

Geometry as XYZ:
```
14
Properties=species:S:1:pos:R:3
C -0.8950 -0.1683 1.3494
C -0.6653 0.3981 -0.1078
O -1.0545 -0.5788 -1.0555
C 0.7624 0.7486 -0.3600
S 1.2530 2.3435 -0.4790
C 1.7351 -0.3432 -0.3656
O 1.2688 -1.4003 -1.0269
S 3.2088 -0.3310 0.1876
H -0.0419 -0.9691 1.6426
H -0.9366 0.8704 2.1238
H -1.9160 -0.6232 1.2197
H -1.3400 1.2601 -0.0656
H -1.7301 -0.0760 -1.8259
H 0.3514 -1.1306 -1.2367
```

The structure (SMILES) is C[C@H](O)C(=S)C(O)=S. The total charge is 0. As for the LUMO energy: -1.5 eV. Its total energy is -1102.76447 Eh. As for the relative energy (zero: lowest compared OMol25 entry of this formula, charge and spin): 83.8 kcal/mol.



(6)
Entry from the OMol25 dataset: one molecule with the formula C4H6O2S2 in a non-equilibrium geometry (ωB97M-V/def2-TZVPD).

Geometry as XYZ:
```
14
Properties=species:S:1:pos:R:3
C -1.5122 -1.2114 0.1781
C -1.0118 0.0531 -0.7457
C 0.1352 0.5650 0.1373
C 1.2237 -0.4184 0.1614
O -2.6595 -1.5022 0.2731
O -0.4814 -1.8082 0.6291
S 0.9156 2.0472 -0.5390
S 2.3862 -0.5439 1.3985
H -0.6801 -0.3595 -1.6787
H -1.7501 0.9066 -0.8553
H -0.2600 0.7604 1.1986
H 1.5214 -0.7541 -0.7701
H 0.4809 2.4373 -1.8873
H 1.6920 -0.1717 2.5001
```

The multiplicity is 3. The expectation value of S² is 2.01. The total charge is 0. As for the LUMO energy (spin up / spin down): 0.5 / -3.8 eV. Its total energy is -1102.68466 Eh. As for the relative energy (zero: lowest compared OMol25 entry of this formula, charge and spin): 5.3 kcal/mol.



(7)
Entry from the OMol25 dataset: one molecule with the formula C4H6O3S in a non-equilibrium geometry (ωB97M-V/def2-TZVPD).

Geometry as XYZ:
```
14
Properties=species:S:1:pos:R:3
C -2.2804 -0.3850 -0.6525
C -1.0124 0.1313 -0.0620
O -0.8493 1.2801 0.3492
O -0.0555 -0.7955 0.0019
C 1.1311 -0.5069 0.7683
C 2.1494 0.3264 -0.0073
O 1.7558 1.5408 -0.3378
S 3.6457 -0.2385 -0.3472
H -2.0628 -0.8429 -1.6293
H -2.9814 0.4307 -0.7890
H -2.7001 -1.1426 -0.0059
H 0.8348 0.0140 1.7131
H 1.5631 -1.4866 0.9988
H 0.8619 1.6748 -0.0004
```

The structure (SMILES) is CC(=O)OCC(O)=S. The total charge is 0. As for the LUMO energy: 0.3 eV. Its total energy is -779.92980 Eh. As for the relative energy (zero: lowest compared OMol25 entry of this formula, charge and spin): 0.3 kcal/mol.



(8)
Entry from the OMol25 dataset: C4H6O3S as an isolated structure in a non-equilibrium geometry (ωB97M-V/def2-TZVPD).

Geometry as XYZ:
```
14
Properties=species:S:1:pos:R:3
C -2.0736 0.3203 -0.5690
C -0.6709 0.1892 0.1279
C -3.1828 -0.5208 -0.6550
C 0.6026 0.8091 0.0820
O 4.3888 0.6631 -0.1093
O 3.5878 -1.3883 1.0349
O 1.6948 0.3900 0.7534
S 3.5792 -0.5448 -0.1636
H -2.3455 1.2921 -0.8711
H -0.7269 -0.7598 0.7621
H -4.1938 -0.2906 -1.0434
H -2.9946 -1.4259 -0.2317
H 0.7161 1.7318 -0.3827
H 1.6187 -0.4655 1.2654
```

The total charge is 0. As for the LUMO energy: -0.6 eV. Its total energy is -779.80666 Eh. As for the relative energy (zero: lowest compared OMol25 entry of this formula, charge and spin): 77.6 kcal/mol.



Q: The highest total energy belongs to which entry?
A: number 2